The following is a quantum chemistry calculation of C47H64BIN2PPt as an isolated structure at a distorted geometry, from OMol25.

As for the frontier orbital gap (alpha / beta): 5.5678 / 5.5683 eV. The LUMO energy (alpha / beta) is 2.5 / 2.5 eV. As for the molar mass: 1020.8 g/mol. Its charge is -1.

Last column: Löwdin charge in e.
Cartesian coordinates (Å):
Pt1 1.079 -0.629 0.403  0.779
C1 2.384 -1.002 5.031  -0.158
C2 2.705 0.264 4.237  -0.399
P1 1.566 0.447 2.772  0.922
C3 2.222 2.022 2.036  -0.414
C4 2.843 3.095 2.930  -0.152
C5 -0.017 0.950 3.594  -0.387
C6 -0.056 2.102 4.596  -0.139
H1 3.087 -1.143 5.854  0.065
H2 2.441 -1.877 4.381  0.049
H3 1.377 -0.961 5.451  0.062
H4 3.719 0.194 3.833  0.079
H5 2.659 1.146 4.877  0.060
H6 1.388 2.422 1.453  0.040
H7 2.967 1.699 1.304  0.011
H8 2.155 3.448 3.698  0.048
H9 3.135 3.954 2.320  0.069
H10 3.742 2.721 3.422  0.061
H11 -0.383 0.036 4.076  0.070
H12 -0.701 1.150 2.768  0.036
H13 0.679 1.979 5.394  0.058
H14 -1.046 2.145 5.056  0.064
H15 0.116 3.057 4.101  0.047
I1 4.338 0.045 -0.924  0.653
C7 3.185 -1.307 0.307  -0.840
H16 3.681 -1.280 1.278  -0.095
H17 3.340 -2.293 -0.131  -0.081
C8 -1.849 4.852 -0.466  -0.048
C9 -0.954 3.905 0.343  -0.355
C10 -0.013 4.724 1.233  -0.057
C11 -1.812 2.926 1.115  -0.132
C12 -2.432 3.343 2.287  -0.055
C13 -3.283 2.503 2.983  -0.087
C14 -3.515 1.225 2.508  -0.046
C15 -2.899 0.763 1.350  -0.131
C16 -3.152 -0.652 0.889  -0.355
C17 -4.629 -0.887 0.556  -0.048
C18 -2.643 -1.658 1.925  -0.043
C19 -2.038 1.617 0.643  -0.126
N1 -1.417 1.189 -0.565  0.002
B1 -0.083 0.622 -0.812  -0.573
N2 0.053 0.774 -2.258  0.018
C20 -1.134 1.299 -2.781  -0.085
C21 -2.004 1.543 -1.785  -0.084
C22 1.184 0.769 -3.133  -0.129
C23 1.808 1.992 -3.432  -0.143
C24 2.813 2.027 -4.391  -0.052
C25 3.210 0.874 -5.045  -0.083
C26 2.620 -0.333 -4.716  -0.048
C27 1.615 -0.406 -3.759  -0.142
C28 0.968 -1.727 -3.428  -0.370
C29 1.995 -2.835 -3.205  -0.049
C30 -0.034 -2.129 -4.516  -0.049
C31 1.414 3.275 -2.729  -0.365
C32 2.610 3.907 -2.011  -0.054
C33 0.776 4.269 -3.704  -0.056
H18 -1.243 5.557 -1.041  0.072
H19 -2.497 5.420 0.206  0.078
H20 -2.478 4.295 -1.160  0.069
H21 -0.345 3.331 -0.351  0.102
H22 -0.558 5.487 1.794  0.075
H23 0.728 5.231 0.612  0.076
H24 0.517 4.088 1.942  0.044
H25 -2.249 4.346 2.654  0.109
H26 -3.763 2.844 3.893  0.099
H27 -4.180 0.566 3.056  0.109
H28 -2.579 -0.811 -0.019  0.098
H29 -5.265 -0.776 1.438  0.071
H30 -4.758 -1.896 0.158  0.070
H31 -4.964 -0.175 -0.202  0.079
H32 -3.080 -1.473 2.910  0.076
H33 -1.556 -1.578 2.000  0.060
H34 -2.888 -2.676 1.617  0.065
H35 -1.258 1.439 -3.844  0.120
H36 -3.011 1.928 -1.844  0.116
H37 3.289 2.970 -4.634  0.105
H38 3.978 0.920 -5.808  0.096
H39 2.943 -1.235 -5.221  0.106
H40 0.433 -1.594 -2.495  0.070
H41 2.550 -3.068 -4.118  0.070
H42 1.488 -3.745 -2.880  0.063
H43 2.705 -2.545 -2.429  0.064
H44 0.481 -2.323 -5.461  0.075
H45 -0.769 -1.337 -4.680  0.074
H46 -0.566 -3.037 -4.220  0.072
H47 0.674 3.021 -1.975  0.097
H48 3.350 4.275 -2.726  0.073
H49 3.093 3.174 -1.363  0.052
H50 2.280 4.748 -1.396  0.066
H51 1.475 4.533 -4.501  0.072
H52 0.485 5.186 -3.184  0.069
H53 -0.118 3.838 -4.158  0.072
C34 -4.185 -5.348 -1.255  -0.116
C35 -3.278 -5.475 -0.211  -0.093
C36 -2.256 -4.556 -0.041  -0.049
C37 -2.097 -3.482 -0.929  -0.210
C38 -3.032 -3.364 -1.968  -0.051
C39 -4.057 -4.279 -2.131  -0.104
C40 -1.050 -2.458 -0.837  -0.141
C41 0.066 -2.429 -0.091  -0.228
C42 0.692 -3.534 0.620  -0.274
C43 1.069 -3.460 1.971  -0.068
C44 1.771 -4.485 2.578  -0.097
C45 2.120 -5.627 1.867  -0.108
C46 1.735 -5.732 0.537  -0.093
C47 1.034 -4.709 -0.074  -0.050
H54 -4.986 -6.066 -1.377  0.089
H55 -3.374 -6.298 0.488  0.097
H56 -1.583 -4.658 0.797  0.108
H57 -2.938 -2.528 -2.653  0.110
H58 -4.766 -4.157 -2.942  0.095
H59 -1.247 -1.612 -1.492  0.079
H60 0.785 -2.582 2.536  0.073
H61 2.060 -4.396 3.619  0.092
H62 2.681 -6.423 2.341  0.090
H63 1.984 -6.623 -0.027  0.097
H64 0.726 -4.801 -1.108  0.104

***

The following is a quantum chemistry calculation of a 6-piece molecular cluster, C47H64F3NO21S overall at a distorted geometry, from OMol25.

As for the frontier orbital gap: 6.8659 eV. The structure (SMILES) is C#Cc1cc(OCCNC[C@H](C)O)cc2c1C(=O)C(S(=O)(=O)C(F)(F)F)=C(CCCCCCCCC)C2=O.C[C@@H]1COC(=O)O1.C[C@@H]1COC(=O)O1.C[C@@H]1COC(=O)O1.C[C@@H]1COC(=O)O1.C[C@@H]1COC(=O)O1. The LUMO energy is -2.0 eV. As for the molar mass: 1068.1 g/mol.

Last column: Löwdin charge in e.
Cartesian coordinates (Å):
C1 5.089 0.707 5.379  0.089
C2 4.688 0.424 4.145  -0.079
C3 4.045 0.154 2.717  -0.097
C4 4.854 -0.807 1.730  0.077
C5 4.293 -1.132 0.293  -0.162
O1 4.943 -1.947 -0.701  -0.125
C6 5.326 -1.061 -1.826  -0.157
C7 4.529 -1.408 -3.194  -0.193
N1 3.715 -0.247 -3.724  -0.097
C8 3.387 -0.447 -5.173  -0.182
C9 4.044 0.643 -6.166  -0.368
C10 5.605 0.964 -5.896  -0.066
O2 3.227 1.878 -6.194  -0.108
C11 2.881 -0.513 -0.120  0.110
C12 2.100 0.429 0.867  -0.007
C13 2.674 0.810 2.307  0.012
C14 1.799 1.820 3.189  -0.209
O3 2.343 2.468 4.158  0.015
C15 0.221 2.120 2.882  -0.115
S1 -0.748 2.929 4.232  0.868
O4 -0.280 2.321 5.562  -0.327
O5 -2.243 2.718 4.179  -0.310
C16 -0.214 4.727 4.286  -0.350
F1 -1.287 5.670 4.310  0.057
F2 0.726 4.951 3.191  0.033
F3 0.581 4.921 5.490  0.032
C17 -0.252 1.757 1.575  -0.030
C18 -1.774 2.050 1.140  -0.144
C19 -2.790 0.874 1.581  -0.176
C20 -2.414 -0.571 0.897  -0.185
C21 -2.850 -0.682 -0.657  -0.185
C22 -1.715 -1.545 -1.435  -0.206
C23 -2.311 -2.861 -2.186  -0.182
C24 -1.051 -3.750 -2.721  -0.219
C25 -1.117 -4.104 -4.296  -0.253
C26 -1.264 -2.804 -5.267  -0.130
C27 0.681 1.041 0.439  -0.198
O6 0.325 0.901 -0.778  0.052
H1 5.459 0.763 6.478  0.065
H2 5.862 -1.281 2.047  0.120
H3 5.118 0.063 -1.580  0.135
H4 6.461 -1.113 -2.058  0.132
H5 5.327 -1.653 -4.015  0.109
H6 3.784 -2.297 -3.067  0.137
H7 4.198 0.650 -3.554  0.099
H8 3.744 -1.488 -5.535  0.123
H9 2.237 -0.426 -5.380  0.132
H10 3.973 0.218 -7.249  0.140
H11 5.990 0.287 -5.049  0.062
H12 5.674 2.099 -5.638  0.093
H13 6.268 0.821 -6.842  0.084
H14 3.166 2.187 -7.133  0.098
H15 2.449 -0.735 -1.162  0.120
H16 -2.060 3.102 1.520  0.104
H17 -1.771 2.131 -0.026  0.127
H18 -2.794 0.664 2.729  0.106
H19 -3.856 1.216 1.294  0.126
H20 -1.308 -0.814 1.111  0.105
H21 -3.060 -1.348 1.478  0.108
H22 -3.071 0.347 -1.121  0.110
H23 -3.839 -1.294 -0.695  0.111
H24 -1.306 -0.850 -2.279  0.112
H25 -0.826 -1.803 -0.751  0.100
H26 -2.920 -2.492 -3.095  0.105
H27 -2.994 -3.494 -1.488  0.115
H28 -1.014 -4.736 -2.113  0.107
H29 -0.026 -3.214 -2.536  0.091
H30 -1.943 -4.884 -4.556  0.104
H31 -0.111 -4.612 -4.591  0.094
H32 -0.464 -2.863 -6.112  0.078
H33 -2.287 -2.909 -5.815  0.062
H34 -1.188 -1.797 -4.701  0.073
C28 -4.006 -1.697 6.098  -0.018
C29 -4.504 -2.391 4.848  -0.353
C30 -5.290 -3.638 5.123  -0.114
O7 -5.101 -4.381 3.926  0.064
C31 -3.898 -3.988 3.414  -0.533
O8 -3.332 -4.539 2.509  0.151
O9 -3.421 -2.888 4.069  0.077
H35 -3.406 -0.822 5.831  0.086
H36 -4.839 -1.370 6.726  0.092
H37 -3.357 -2.353 6.685  0.092
H38 -5.070 -1.687 4.228  0.161
H39 -6.350 -3.436 5.291  0.142
H40 -4.900 -4.227 5.960  0.142
C32 1.934 -7.965 0.319  -0.021
C33 1.744 -7.022 -0.849  -0.349
C34 3.022 -6.648 -1.538  -0.111
O10 2.697 -5.387 -2.108  0.062
C35 1.733 -4.841 -1.311  -0.518
O11 1.354 -3.703 -1.384  0.104
O12 1.259 -5.756 -0.417  0.093
H41 0.975 -8.165 0.805  0.090
H42 2.365 -8.915 -0.006  0.091
H43 2.584 -7.525 1.082  0.092
H44 1.016 -7.439 -1.553  0.163
H45 3.305 -7.364 -2.313  0.142
H46 3.866 -6.510 -0.853  0.143
C36 -3.885 -1.947 -9.924  -0.023
C37 -4.332 -1.707 -8.498  -0.349
C38 -5.089 -0.427 -8.309  -0.113
O13 -4.849 -0.137 -6.938  0.068
C39 -3.646 -0.703 -6.629  -0.524
O14 -3.042 -0.501 -5.610  0.139
O15 -3.218 -1.524 -7.633  0.067
H47 -3.304 -2.871 -9.989  0.088
H48 -4.742 -2.026 -10.598  0.091
H49 -3.232 -1.142 -10.276  0.091
H50 -4.903 -2.569 -8.135  0.163
H51 -6.158 -0.541 -8.500  0.142
H52 -4.704 0.403 -8.910  0.142
C40 2.530 3.987 7.512  -0.022
C41 2.870 4.232 8.966  -0.345
C42 1.925 5.167 9.659  -0.111
O16 2.737 5.698 10.698  0.061
C43 4.024 5.649 10.245  -0.531
O17 4.955 6.184 10.784  0.149
O18 4.112 4.915 9.097  0.086
H53 3.278 3.334 7.052  0.084
H54 1.548 3.518 7.409  0.082
H55 2.537 4.920 6.940  0.086
H56 2.953 3.277 9.498  0.161
H57 1.054 4.651 10.070  0.142
H58 1.585 5.994 9.027  0.142
C44 -1.876 7.361 1.829  -0.016
C45 -2.293 6.394 0.742  -0.351
C46 -2.318 6.999 -0.630  -0.110
O19 -3.266 6.181 -1.301  0.066
C47 -4.118 5.713 -0.343  -0.529
O20 -5.150 5.142 -0.572  0.155
O21 -3.644 5.982 0.909  0.086
H59 -1.919 6.873 2.806  0.058
H60 -0.858 7.724 1.665  0.098
H61 -2.553 8.219 1.878  0.096
H62 -1.661 5.498 0.774  0.148
H63 -1.345 6.953 -1.125  0.144
H64 -2.679 8.033 -0.646  0.143